Record 1
The following is a quantum chemistry calculation of a structure of composition C35H14Cl80I2N3O2 in a non-equilibrium geometry, from OMol25.

Geometry (Å):
C (0.142914, -3.116913, -0.233503)
C (0.719925, -2.974054, -1.605930)
I (1.749679, -4.646067, -2.350169)
C (0.637807, -1.871773, -2.333960)
I (1.521838, -1.703134, -4.252133)
N (-0.051619, -0.698496, -1.853951)
C (0.540566, 0.541183, -1.760470)
C (-0.325129, 1.394440, -1.283871)
C (-0.196780, 2.838591, -1.010357)
C (0.755185, 3.189185, 0.123543)
N (1.838403, 2.614191, 0.418905)
N (-1.464199, 0.655438, -1.112413)
O (-2.628278, 1.184286, -0.643985)
C (-3.584544, 1.233726, -1.742858)
O (-3.316072, 1.862014, -2.739846)
C (-4.838425, 0.525598, -1.532278)
C (-5.638259, 0.300425, -2.583957)
C (-6.797726, -0.351896, -2.458764)
C (-7.142765, -0.784616, -1.240262)
C (-6.344135, -0.560426, -0.166111)
C (-5.197313, 0.085029, -0.312492)
C (-1.281351, -0.574048, -1.463071)
H (-0.645107, -2.414505, -0.010002)
H (0.934168, -3.020550, 0.500625)
H (-0.282058, -4.107930, -0.134070)
H (1.538071, 0.762919, -2.023777)
H (0.037388, 3.331131, -1.950097)
H (-1.181407, 3.185256, -0.714265)
H (0.478427, 4.054258, 0.714987)
H (1.995744, 1.836266, -0.225789)
H (-5.314804, 0.652875, -3.545710)
H (-7.407709, -0.502893, -3.326999)
H (-8.065662, -1.317860, -1.135672)
H (-6.643879, -0.895137, 0.805100)
H (-4.561746, 0.244813, 0.537758)
H (-2.022128, -1.344916, -1.429866)
C (2.531663, -9.278707, -2.064441)
Cl (1.717205, -10.556025, -2.963913)
Cl (1.533060, -8.795026, -0.695203)
Cl (4.091363, -9.856380, -1.490838)
Cl (2.774746, -7.882136, -3.132163)
C (3.515725, 6.715737, -0.165437)
Cl (2.228137, 7.192327, 0.947899)
Cl (4.430262, 5.371664, 0.518603)
Cl (2.849972, 6.210344, -1.733956)
Cl (4.580108, 8.097629, -0.396224)
C (7.718332, -8.754417, -3.221844)
Cl (8.689751, -7.869554, -4.403588)
Cl (5.994403, -8.480755, -3.574237)
Cl (8.111206, -10.468486, -3.307884)
Cl (8.065465, -8.163136, -1.597948)
C (0.189105, -5.530697, -6.108678)
Cl (1.757326, -4.715487, -6.052341)
Cl (-0.948447, -4.640997, -5.081347)
Cl (-0.426595, -5.553131, -7.758994)
Cl (0.372521, -7.181666, -5.523765)
C (-2.235772, -4.658787, 2.224958)
Cl (-3.201789, -5.623129, 3.332497)
Cl (-2.873184, -4.834943, 0.580323)
Cl (-2.309882, -2.957067, 2.701251)
Cl (-0.549725, -5.195442, 2.265598)
C (1.865460, 3.031545, -4.867023)
Cl (0.821772, 1.844156, -4.043373)
Cl (1.167774, 3.456790, -6.429122)
Cl (2.054529, 4.485406, -3.879123)
Cl (3.450832, 2.297327, -5.104245)
C (6.455232, 9.682038, 3.272418)
Cl (5.839158, 8.201577, 2.530454)
Cl (5.423078, 10.128388, 4.635383)
Cl (8.106974, 9.414703, 3.831119)
Cl (6.444057, 10.983577, 2.075990)
C (-1.189057, -9.106020, 4.988539)
Cl (-1.555829, -10.608761, 4.137933)
Cl (-1.078666, -7.779905, 3.823147)
Cl (-2.475072, -8.754947, 6.148328)
Cl (0.346754, -9.269977, 5.842324)
C (7.851149, -4.707784, 0.355704)
Cl (8.070563, -5.784365, 1.737467)
Cl (9.278893, -4.777626, -0.678545)
Cl (6.430881, -5.219307, -0.564200)
Cl (7.617954, -3.052503, 0.927183)
C (-10.303672, 1.406992, 0.587120)
Cl (-11.319559, 0.323451, 1.544585)
Cl (-11.063295, 1.703584, -0.978719)
Cl (-10.082627, 2.932450, 1.432730)
Cl (-8.711912, 0.655414, 0.336652)
C (-11.447634, -2.694886, 4.337195)
Cl (-12.560788, -3.341297, 3.129374)
Cl (-9.858369, -2.451351, 3.599044)
Cl (-12.068595, -1.152050, 4.940543)
Cl (-11.301771, -3.832514, 5.676524)
C (-6.207612, 4.498892, 1.427070)
Cl (-5.907424, 2.939127, 0.639420)
Cl (-6.231792, 5.768439, 0.203008)
Cl (-7.759946, 4.433834, 2.254628)
Cl (-4.919840, 4.824957, 2.592434)
C (-0.623834, 10.479581, 1.443130)
Cl (-1.309426, 11.868885, 2.292452)
Cl (-0.018289, 9.318428, 2.634103)
Cl (-1.852687, 9.714563, 0.431021)
Cl (0.716784, 11.022445, 0.430528)
C (-5.134573, 12.768509, 0.807661)
Cl (-3.984119, 13.391591, -0.378227)
Cl (-6.669459, 13.624694, 0.649700)
Cl (-5.394809, 11.045763, 0.530488)
Cl (-4.491846, 13.005167, 2.432014)
C (7.758556, 10.358038, 8.049276)
Cl (7.143354, 8.886630, 7.282005)
Cl (6.705102, 10.800707, 9.396284)
Cl (9.391834, 10.066565, 8.650340)
Cl (7.794645, 11.676568, 6.875190)
C (13.130897, 10.693051, 10.610712)
Cl (13.004631, 10.647192, 8.848171)
Cl (14.086506, 9.317217, 11.167861)
Cl (13.914653, 12.194646, 11.105552)
Cl (11.513569, 10.611622, 11.316594)
C (-8.135869, 1.892755, 5.520398)
Cl (-7.113510, 1.900688, 4.079910)
Cl (-9.143134, 3.344621, 5.529495)
Cl (-9.162841, 0.458584, 5.483652)
Cl (-7.126280, 1.866443, 6.967315)
C (5.446633, -12.445684, -6.095816)
Cl (4.348367, -13.596720, -5.323820)
Cl (4.913731, -12.125409, -7.748214)
Cl (5.457086, -10.933623, -5.186063)
Cl (7.077621, -13.119110, -6.114347)
C (8.239737, -9.963193, -8.841094)
Cl (9.224186, -9.073831, -10.007496)
Cl (6.527343, -9.669677, -9.177028)
Cl (8.584636, -11.686332, -8.983310)
Cl (8.621927, -9.404644, -7.204552)
C (-5.041272, -4.332670, -3.437336)
Cl (-6.022767, -2.979940, -2.874285)
Cl (-4.111791, -4.950083, -2.063199)
Cl (-6.082887, -5.587228, -4.097468)
Cl (-3.927936, -3.764293, -4.686230)

Atoms 1-2, force components in eV/Å:
0.152 -0.445 -0.277
0.073 -0.236 0.051

**Molar mass**: 3598.6 g/mol
**Total charge**: +1
**E_HOMO**: -11.63 eV

---

Record 2
The following is a quantum chemistry calculation of a structure of composition C35H20BF4IN13ORbS4, from OMol25.

Geometry (Å):
Rb (-0.523770, -0.355028, -0.366553)
C (0.406916, 2.465625, 5.434852)
C (1.261355, 3.261722, 4.778202)
C (1.585741, 3.133158, 3.369834)
C (1.102064, 2.103951, 2.629016)
C (0.239353, 1.061832, 3.294436)
C (-0.285310, 1.353898, 4.716996)
N (1.198731, 1.823101, 1.295759)
N (2.043896, 2.620733, 0.672799)
C (2.083237, 2.601519, -0.639133)
C (3.139018, 3.410278, -1.221635)
C (3.645123, 3.355509, -2.456002)
C (3.299280, 2.311658, -3.456389)
C (0.918685, 1.758806, -2.569237)
N (1.093127, 1.919728, -1.329367)
H (0.201399, 2.607374, 6.488843)
H (1.742789, 4.068763, 5.322056)
H (2.214699, 3.872193, 2.895085)
H (0.637222, 0.067472, 3.108920)
H (-0.343721, 0.446642, 5.321369)
H (3.554530, 4.129063, -0.524593)
H (4.407794, 4.064852, -2.748939)
H (3.795651, 2.516215, -4.406731)
H (-0.019410, 1.280446, -2.869422)
O (4.194124, -2.474428, 5.311648)
C (3.367179, -2.522584, 4.449560)
S (3.752832, -2.897040, 2.755992)
C (2.142343, -2.786684, 2.077694)
C (1.066955, -2.504683, 3.087629)
S (-0.516488, -2.489632, 2.780979)
S (1.646811, -2.203580, 4.719876)
S (1.912675, -2.985220, 0.492407)
B (-4.163114, 0.491454, -2.043967)
N (-3.410964, 1.385241, -0.989712)
C (-3.922632, 1.886185, 0.143284)
C (-3.018523, 2.800079, 0.665938)
C (-1.950054, 2.771984, -0.249741)
N (-2.201537, 1.921680, -1.240399)
N (-3.132401, -0.381526, -2.803327)
C (-2.699085, -0.199882, -4.061716)
C (-1.747039, -1.162404, -4.344785)
C (-1.665990, -1.902492, -3.155593)
N (-2.505328, -1.430430, -2.235442)
H (-4.960478, -0.186761, -1.438459)
H (-4.688003, 1.207233, -2.868733)
H (-4.888805, 1.564449, 0.497032)
H (-3.132121, 3.397260, 1.557312)
H (-1.013266, 3.308981, -0.239367)
H (-3.093572, 0.604893, -4.659725)
H (-1.210691, -1.314771, -5.267259)
H (-1.035426, -2.749024, -2.924166)
I (-4.055628, 0.708169, 5.908430)
C (-2.780475, 0.638307, 4.299524)
C (-1.684371, 1.625062, 4.077666)
N (-1.155317, 1.140157, 2.731165)
N (-1.797456, -0.109362, 2.345254)
C (-2.726650, -0.286614, 3.309244)
H (-1.963544, 2.679996, 4.057492)
H (-1.239418, 1.784332, 1.936235)
H (-3.371714, -1.150951, 3.218502)
F (1.827155, 0.616575, -7.179017)
C (1.680323, 1.510380, -6.182032)
C (1.528949, 2.812810, -6.509478)
F (1.584813, 3.125858, -7.796968)
C (1.291174, 3.893151, -5.569773)
C (1.319667, 3.492494, -4.282469)
C (1.774488, 2.147463, -3.772823)
F (3.789635, 1.068040, -3.022483)
C (1.688869, 1.054631, -4.833120)
C (1.723198, -0.277580, -4.517277)
C (1.773164, -0.791736, -3.182271)
N (1.785931, -1.293780, -2.146691)
C (1.715728, -1.341557, -5.479876)
N (1.741847, -2.255218, -6.179092)
F (1.038863, 4.359957, -3.303496)
C (1.097981, 5.255615, -6.034327)
C (1.598221, 6.327598, -5.273229)
N (2.010160, 7.219511, -4.658115)
C (0.412708, 5.534905, -7.229091)
N (-0.152637, 5.766515, -8.214783)

Atoms 1-2, force components in eV/Å:
0.075 -0.016 0.173
-0.012 -0.024 0.023

**Molar mass**: 1066.1 g/mol
**Total charge**: -2
**Energy relative to the best compared isomer or geometry (same formula, charge and spin)**: 594.1 kJ/mol
**E_HOMO**: -2.66 eV